{
  "formula": "C31H53Br4FN3O6S2",
  "method": "ωB97M-V/def2-TZVPD",
  "elements": ["Br", "Br", "Br", "Br", "S", "S", "F", "O", "O", "O", "O", "O", "O", "N", "N", "N", "C", "C", "C", "C", "C", "C", "C", "C", "C", "C", "C", "C", "C", "C", "C", "C", "C", "C", "C", "C", "C", "C", "C", "C", "C", "C", "C", "C", "C", "C", "C", "H", "H", "H", "H", "H", "H", "H", "H", "H", "H", "H", "H", "H", "H", "H", "H", "H", "H", "H", "H", "H", "H", "H", "H", "H", "H", "H", "H", "H", "H", "H", "H", "H", "H", "H", "H", "H", "H", "H", "H", "H", "H", "H", "H", "H", "H", "H", "H", "H", "H", "H", "H", "H"],
  "coordinates": [[4.265, 0.528, -5.687], [-3.526, 2.711, 5.364], [-7.021, 1.820, 4.574], [1.170, -1.227, -4.725], [1.552, -0.344, -0.737], [1.980, 1.114, 2.207], [3.374, 1.097, 1.411], [1.243, 2.322, 1.879], [0.683, -3.718, 0.600], [2.179, 1.090, 3.644], [-2.044, -2.613, 4.876], [-3.523, -2.461, 3.189], [0.172, 1.683, -2.674], [0.989, -0.244, 1.806], [-2.407, 2.913, 0.504], [-2.029, -1.599, 0.740], [-4.020, 1.075, -3.207], [-2.530, -2.806, 0.047], [0.359, -2.330, 0.631], [-3.853, -2.360, -0.748], [1.548, -1.291, 0.896], [-5.096, -2.674, 0.217], [-2.246, 1.185, 2.385], [-1.215, 1.528, -2.809], [-2.230, -2.660, 3.688], [-4.679, 1.349, 6.152], [4.833, -0.614, -1.694], [-5.535, 0.683, 5.106], [4.988, -1.386, -0.320], [-1.004, -2.954, 2.748], [3.811, -2.403, 0.023], [5.729, 2.920, 0.027], [2.795, -0.102, -6.798], [6.011, 1.558, -0.735], [2.934, -1.944, 1.287], [-3.575, 1.987, -2.141], [-2.047, 1.498, 0.853], [-1.693, 3.201, -0.785], [-0.858, -1.866, 1.595], [-3.085, 0.355, -4.082], [-1.005, 0.486, 3.085], [-2.127, 2.240, -1.931], [1.468, 0.109, -6.117], [-1.657, 0.588, -3.859], [4.652, 3.852, -0.652], [-0.248, -0.508, 2.181], [4.775, 0.978, -1.533], [-3.725, -1.254, -0.914], [-0.998, 1.341, 0.472], [3.540, -1.319, 1.994], [5.685, -0.821, -2.405], [-3.417, -0.353, -4.883], [4.303, -3.360, 0.368], [-4.345, 2.477, -1.490], [-1.908, 3.519, 1.172], [6.809, 1.774, -1.502], [-1.159, -3.978, 2.325], [-3.759, -1.548, 3.446], [-0.569, 3.140, -0.642], [3.175, -2.686, -0.853], [6.463, 0.849, 0.004], [3.619, 3.448, -0.503], [0.647, -0.026, -6.821], [4.875, 1.371, -2.590], [-2.378, 2.178, 2.904], [-5.827, -3.266, -0.386], [4.924, 4.011, -1.729], [2.854, 0.489, -7.712], [4.707, 4.852, -0.137], [3.898, -0.900, -2.258], [-0.041, -2.918, 3.324], [-1.417, -0.122, 3.948], [1.712, -1.263, -1.749], [-5.257, 1.837, 6.933], [-5.487, -1.692, 0.577], [-3.173, 0.584, 2.578], [5.469, 2.699, 1.099], [-0.373, 1.281, 3.548], [5.103, -0.682, 0.554], [5.934, -1.988, -0.383], [-3.998, 0.629, 6.606], [6.710, 3.481, 0.049], [-0.917, 0.039, -4.485], [0.060, -2.137, -0.436], [-4.987, 0.433, 4.198], [-1.888, 4.281, -1.050], [-5.111, 0.913, -3.368], [-1.823, -3.186, -0.763], [0.567, 0.956, -3.198], [-4.800, -3.318, 1.087], [1.379, 1.086, -5.645], [2.681, -2.890, 1.851], [-5.997, -0.219, 5.507], [3.782, 1.337, -1.169], [-1.713, -0.940, 0.022], [-2.707, -3.671, 0.731], [-2.802, 0.871, 0.298], [2.997, -1.145, -7.031], [0.357, -4.046, -0.257], [-3.927, -2.919, -1.718]],
  "lowdin_charge": [0.639, 0.665, 0.640, 0.704, 0.890, 0.735, -0.110, -0.215, -0.004, -0.200, 0.126, 0.064, -0.055, -0.069, -0.055, 0.017, -0.090, -0.201, -0.289, -0.178, -0.537, -0.093, -0.143, -0.226, -0.446, -0.668, -0.207, -0.709, -0.180, 0.029, -0.176, -0.257, -0.681, -0.208, -0.131, -0.020, -0.226, -0.177, -0.261, -0.068, -0.069, -0.134, -0.640, -0.040, -0.117, -0.016, -0.227, 0.092, 0.099, 0.112, 0.115, 0.105, 0.119, 0.117, 0.107, 0.115, 0.141, 0.101, 0.118, 0.095, 0.098, 0.058, 0.072, 0.089, 0.056, 0.073, 0.084, 0.066, 0.078, 0.062, 0.154, 0.138, -0.092, 0.057, 0.073, 0.096, 0.091, 0.117, 0.092, 0.116, 0.059, 0.108, -0.001, 0.095, 0.018, 0.135, 0.095, 0.114, 0.016, 0.057, 0.059, 0.124, 0.064, 0.050, 0.104, 0.118, 0.106, 0.056, 0.119, 0.108],
  "gap_ev": 5.90,
  "homo_energy_ev": -10.680,
  "charge": 1,
  "lumo_energy_ha": -0.176
}



{
  "formula": "C31H53Cl2N3O12P2",
  "method": "ωB97M-V/def2-TZVPD",
  "elements": ["Cl", "Cl", "P", "P", "O", "O", "O", "O", "O", "O", "O", "O", "O", "O", "O", "O", "N", "N", "N", "C", "C", "C", "C", "C", "C", "C", "C", "C", "C", "C", "C", "C", "C", "C", "C", "C", "C", "C", "C", "C", "C", "C", "C", "C", "C", "C", "C", "C", "C", "C", "H", "H", "H", "H", "H", "H", "H", "H", "H", "H", "H", "H", "H", "H", "H", "H", "H", "H", "H", "H", "H", "H", "H", "H", "H", "H", "H", "H", "H", "H", "H", "H", "H", "H", "H", "H", "H", "H", "H", "H", "H", "H", "H", "H", "H", "H", "H", "H", "H", "H", "H", "H", "H"],
  "coordinates": [[-2.106, 6.439, -1.652], [1.606, -3.378, 2.355], [0.706, 0.182, -6.949], [1.612, 1.945, -7.940], [1.209, -1.849, 6.161], [3.872, -2.102, -1.980], [2.740, 1.379, -9.146], [4.329, -0.711, -4.646], [1.398, 1.968, 0.573], [-4.919, -0.149, 2.811], [2.265, 2.798, -6.778], [0.298, 2.803, -8.769], [2.485, -1.771, -4.818], [-0.771, 2.637, -5.130], [-4.060, 1.043, -1.488], [4.596, 0.021, 8.543], [-3.264, -1.220, 0.543], [3.603, -1.293, -5.451], [4.100, -2.473, 6.695], [1.994, -1.834, -0.130], [1.080, 0.812, -1.805], [-0.302, 5.884, -1.564], [-3.172, 2.465, -6.184], [2.016, -3.374, 0.517], [0.180, 1.905, -2.633], [-3.329, 4.066, -6.633], [-0.012, 4.569, -2.504], [1.258, 0.845, -0.142], [2.942, -3.193, 7.236], [-0.614, 3.158, -1.918], [-2.208, 2.400, -4.837], [1.088, -4.515, -1.828], [1.301, -0.673, 0.560], [-2.584, -0.796, -0.684], [1.862, -0.457, -2.565], [5.162, -2.246, 7.678], [1.438, -1.232, 4.902], [-2.734, 0.683, -1.099], [0.845, 0.464, -5.034], [-6.018, -1.025, 2.598], [3.268, 0.310, 8.130], [2.712, -1.536, -1.611], [4.825, -1.347, 8.886], [-2.757, -0.561, 1.752], [0.063, 1.715, -4.291], [1.761, -3.168, 6.250], [1.762, -0.644, -4.206], [-4.914, 1.400, -0.410], [-3.671, -0.836, 2.959], [0.849, -4.318, -0.205], [3.095, -3.829, 0.326], [2.221, -4.340, -2.066], [1.171, 4.462, -2.579], [3.224, -4.233, 7.432], [-2.412, 1.413, -4.233], [0.859, -0.305, 4.866], [2.601, -2.743, 8.173], [2.493, -0.981, 4.778], [1.106, -1.878, 4.082], [-6.938, -0.437, 2.649], [-0.265, 2.120, -9.266], [-1.518, -1.041, -0.604], [-4.281, 2.081, -5.974], [-6.059, -1.799, 3.372], [-0.227, -3.837, -0.022], [-3.193, -0.425, 3.855], [2.395, 0.485, -9.461], [3.185, 0.218, 7.047], [-3.358, 4.777, -5.689], [-2.988, -1.416, -1.494], [0.968, -3.812, 6.645], [5.524, -3.215, 8.042], [0.788, -5.403, 0.250], [2.049, -3.565, 5.268], [3.055, 1.353, 8.382], [0.378, 6.765, -1.989], [-4.374, 1.878, 0.412], [-4.255, -1.018, 0.447], [-2.703, 0.522, 1.618], [4.006, -1.743, 9.495], [2.527, -0.321, 8.629], [1.423, -1.021, -7.321], [0.806, -5.582, -2.228], [-2.729, 1.807, -7.046], [-2.407, 4.323, -7.313], [-5.960, -1.485, 1.610], [5.706, -1.343, 9.540], [-5.658, 2.108, -0.788], [-4.328, 4.220, -7.226], [0.039, 5.728, -0.432], [5.996, -1.784, 7.136], [0.467, -3.704, -2.430], [-2.342, 1.376, -0.348], [-2.114, 0.831, -1.992], [-5.456, 0.523, -0.057], [-0.401, 4.741, -3.605], [-2.558, 3.315, -4.161], [3.793, -1.571, 6.340], [0.736, -0.782, 1.584], [-1.751, -0.935, 1.971], [-1.783, 3.079, -2.138], [-0.534, 3.144, -0.729], [-3.807, -1.912, 3.124]],
  "lowdin_charge": [0.402, 0.587, 0.788, 0.515, -0.198, -0.020, -0.252, 0.059, -0.032, -0.199, -0.396, -0.269, -0.135, -0.174, -0.181, -0.182, -0.048, 0.001, -0.056, -0.077, 0.039, -0.535, -0.194, -0.535, -0.007, -0.131, -0.247, -0.188, -0.203, -0.174, -0.195, -0.128, 0.049, -0.183, 0.062, -0.197, -0.137, -0.227, -0.236, -0.114, -0.100, -0.158, -0.218, -0.199, -0.070, -0.200, -0.113, -0.092, -0.199, -0.262, 0.136, 0.073, 0.138, 0.121, 0.131, 0.092, 0.099, 0.082, -0.019, 0.090, 0.077, 0.100, 0.120, 0.088, 0.119, 0.120, 0.070, 0.068, 0.082, 0.121, 0.119, 0.115, 0.111, 0.094, 0.089, 0.095, 0.092, 0.068, 0.103, 0.107, 0.089, -0.076, 0.084, 0.101, 0.077, 0.075, 0.119, 0.091, 0.073, 0.101, 0.118, 0.085, 0.103, 0.080, 0.070, 0.118, 0.122, 0.067, 0.098, 0.107, 0.107, 0.124, 0.122],
  "gap_ev": 6.52,
  "smiles": "CCCOc1c(CCCCl)c2c(c(ON=O)c1PP(=O)(O)O)C(=O)C([C@@H](Cl)CC)=CC2=O.COCCNCCOC.COCCNCCOC",
  "homo_energy_ev": -8.612,
  "lumo_energy_ha": -0.077
}